[1]
Molecular formula: C14H33ClN2O8S2
Method: DFT, wB97M-V/def2-TZVPD

Calculated values
HOMO-LUMO gap in eV: 9.02
SMILES: NCCCCNC(=O)OCCCCl.CCOS(C)(=O)=O.CCOS(C)(=O)=O

Geometry as XYZ:
```
60
Properties=species:S:1:pos:R:3:mulliken_charge:R:1
N 0.205 1.531 2.819 -0.743
C -0.516 0.506 2.038 -0.212
C -2.007 0.553 2.403 -0.257
C -2.836 -0.731 2.245 -0.719
C -2.646 -1.550 0.964 -0.710
N -1.414 -2.355 0.904 0.129
C -1.504 -3.706 1.090 0.304
O -2.301 -4.238 1.797 -0.563
O -0.537 -4.434 0.440 -0.317
C -0.724 -4.561 -0.978 -0.375
C 0.280 -5.581 -1.497 -0.816
C 1.742 -5.180 -1.262 -0.262
Cl 2.523 -4.585 -2.764 -0.233
H 1.170 1.561 2.492 0.278
H 0.269 1.211 3.786 0.249
H -0.366 0.788 0.986 0.191
H -0.098 -0.498 2.215 0.269
H -2.482 1.365 1.831 -0.048
H -2.058 0.862 3.462 0.353
H -2.708 -1.397 3.110 0.301
H -3.897 -0.429 2.239 0.338
H -3.491 -2.248 0.871 0.458
H -2.662 -0.886 0.083 0.332
H -0.757 -2.100 0.180 0.168
H -1.751 -4.905 -1.171 0.361
H -0.577 -3.585 -1.476 0.283
H 0.105 -5.718 -2.573 0.440
H 0.085 -6.547 -1.006 0.303
H 1.818 -4.367 -0.530 0.195
H 2.355 -6.014 -0.902 0.329
O -3.275 2.514 -0.477 -0.617
S -2.778 3.100 -1.686 1.278
O -1.366 3.138 -1.907 -0.631
O -3.391 4.553 -1.832 -0.312
C -3.284 5.434 -0.681 -0.341
C -1.896 6.010 -0.512 -0.957
C -3.566 2.376 -3.081 -0.992
H -3.608 4.885 0.204 0.321
H -4.017 6.211 -0.887 0.280
H -1.171 5.242 -0.248 0.286
H -1.916 6.755 0.284 0.384
H -1.566 6.490 -1.434 0.265
H -4.639 2.367 -2.914 0.314
H -3.178 1.362 -3.161 0.368
H -3.305 2.953 -3.964 0.341
O 2.594 0.846 0.426 -0.635
S 3.482 -0.242 0.134 1.220
O 3.893 -1.101 1.203 -0.637
O 4.751 0.324 -0.628 -0.297
C 5.437 1.453 -0.027 -0.346
C 6.306 1.054 1.144 -0.984
C 2.840 -1.210 -1.183 -0.588
H 4.693 2.201 0.249 0.320
H 6.033 1.853 -0.845 0.279
H 5.710 0.706 1.986 0.299
H 6.889 1.918 1.465 0.393
H 6.990 0.255 0.859 0.264
H 2.548 -0.551 -1.996 0.394
H 1.974 -1.734 -0.782 -0.074
H 3.596 -1.921 -1.501 0.381
```

***

[2]
Molecular formula: C14H33ClN4O10
Method: DFT, wB97M-V/def2-TZVPD

Calculated values
ΔE to the lowest compared entry with this formula, charge and spin in kcal/mol: 333.9
HOMO-LUMO gap in eV: 1.65
Total charge: -2

Geometry as XYZ:
```
62
Properties=species:S:1:pos:R:3:mulliken_charge:R:1
N 3.626 -0.195 -5.081 -0.946
H 3.290 -0.955 -4.507 0.434
H 4.459 -0.396 -5.616 0.512
H 3.782 0.534 -4.400 0.432
H 2.910 0.205 -5.671 0.401
N -0.969 0.521 -0.236 -0.509
H -0.455 1.292 0.165 0.421
H -0.361 -0.255 -0.457 0.405
H -1.413 0.809 -1.096 0.394
H -1.528 0.069 0.474 0.241
N 6.006 -4.071 -0.039 -1.428
H 5.111 -3.649 -0.238 0.515
H 6.670 -3.820 -0.758 0.608
H 5.805 -5.047 -0.208 0.442
H 6.355 -3.874 0.888 0.520
C 4.921 6.919 -0.823 -0.638
C 3.963 6.128 -0.274 0.431
C 2.992 6.652 0.767 0.423
O 1.858 6.050 1.092 -0.815
C 3.109 7.882 1.352 -0.572
C 4.214 8.755 0.948 0.430
C 5.095 8.328 -0.329 0.369
O 5.747 9.189 -0.937 -0.682
O 4.456 9.844 1.530 -0.729
O 3.854 4.983 -0.868 -0.807
H 5.575 6.651 -1.640 0.387
H 2.503 8.283 2.151 0.372
O 1.457 -4.530 -1.843 -0.834
C 0.989 -5.817 -2.257 -0.431
C 1.441 -7.171 -1.505 -0.334
O 2.829 -7.517 -1.420 -0.814
H 1.193 -5.895 -3.325 0.211
H -0.100 -5.795 -2.244 0.201
H 0.893 -7.931 -2.061 0.171
H 1.011 -7.225 -0.504 0.205
Cl -2.456 3.430 -5.891 1.619
O -3.163 3.753 -7.078 -0.638
O -1.608 2.278 -6.016 -0.679
O -1.591 4.504 -5.526 -0.651
O -3.321 3.283 -4.786 -0.655
C -1.912 -2.790 3.678 -1.174
C -3.375 -2.901 3.194 -0.608
N -3.884 -1.486 3.002 0.290
C -5.191 -1.613 2.364 -0.617
C -5.090 -2.259 0.920 -1.276
C -4.148 -0.849 4.267 -0.595
C -4.563 0.654 4.169 -1.262
H -1.851 -2.416 4.701 0.333
H -1.230 -2.336 2.960 0.202
H -1.562 -3.819 3.760 0.450
H -3.327 -3.454 2.255 0.336
H -4.054 -3.500 3.801 0.395
H -5.895 -2.207 2.946 0.411
H -5.712 -0.673 2.179 0.404
H -4.203 -1.845 0.441 0.240
H -5.048 -3.347 0.972 0.320
H -5.920 -2.077 0.237 0.397
H -3.316 -0.854 4.971 0.346
H -4.862 -1.391 4.888 0.430
H -3.914 1.136 3.438 0.252
H -4.462 1.070 5.171 0.430
H -5.627 0.759 3.953 0.310
```

***

For each record above, in turn, the calculated lowest unoccupied orbital energy values are 0.25, 1.03 eV.